# C75H199N9O29

20 unconnected molecules or ions with the total composition C75H199N9O29 in a non-equilibrium geometry (ωB97M-V/def2-TZVPD, the OMol25 dataset).

Element x y z (Å)
O 13.21397 -21.97489 -14.97512
H 13.34314 -21.98437 -15.91006
H 12.60566 -21.25537 -14.76308
O 11.76530 -19.74921 -14.31689
H 12.12240 -19.56268 -13.42471
H 10.85706 -19.39964 -14.46654
O 17.30910 -21.85418 -12.09156
H 16.59547 -22.37145 -12.49571
H 17.35415 -21.78292 -11.09252
O 17.16648 -18.56710 -12.46848
H 17.23358 -19.55930 -12.41763
H 18.03692 -18.37649 -12.74964
C 17.53992 -17.62778 -8.13851
O 17.30149 -18.99160 -7.97956
C 16.15315 -19.36054 -8.73431
C 15.80626 -20.85630 -8.60807
N 16.75898 -21.74670 -9.27221
C 16.17440 -23.12835 -9.37287
C 17.21273 -24.12237 -9.62745
O 18.09184 -23.94142 -8.46050
C 19.28239 -24.67570 -8.46792
H 16.82251 -16.99565 -7.49159
H 17.42320 -17.21187 -9.12604
H 18.59429 -17.44455 -7.80583
H 16.35438 -19.14467 -9.78311
H 15.32201 -18.74828 -8.34582
H 14.80421 -20.91744 -9.05919
H 15.71280 -21.08692 -7.59134
H 17.61547 -21.79244 -8.67852
H 15.40443 -23.19131 -10.15902
H 15.64321 -23.47538 -8.44256
H 17.80263 -23.89469 -10.48907
H 16.95607 -25.13781 -9.64155
H 19.07003 -25.72546 -8.08825
H 19.92880 -24.15965 -7.83261
H 19.67153 -24.73922 -9.53470
C 24.77308 -15.46762 -14.03200
O 24.58379 -16.82230 -13.66075
C 23.23158 -17.24501 -13.53575
C 23.31591 -18.76886 -13.33165
N 22.00619 -19.36548 -13.00197
C 22.12088 -20.82953 -12.77217
C 21.18101 -21.25793 -11.73462
O 21.41845 -20.53694 -10.50883
C 20.21921 -20.40261 -9.66121
H 24.27677 -15.26055 -14.97579
H 25.89711 -15.47794 -14.19425
H 24.52100 -14.89574 -13.16207
H 22.71781 -17.05922 -14.46724
H 22.69316 -16.72169 -12.72842
H 24.10922 -18.98619 -12.61090
H 23.61691 -19.17545 -14.26765
H 21.70969 -18.91162 -12.13025
H 23.13769 -21.14878 -12.37183
H 21.94318 -21.32561 -13.72465
H 21.40178 -22.29890 -11.53098
H 20.15763 -21.06612 -12.12068
H 19.48289 -19.83684 -10.21000
H 20.46025 -19.83276 -8.79032
H 19.75782 -21.37566 -9.42655
C 10.44057 -15.96975 -15.77347
O 11.05455 -17.16388 -16.15934
C 11.04413 -17.47553 -17.51388
C 11.48800 -18.89579 -17.71583
N 12.81074 -19.07774 -17.12914
C 13.79319 -18.11891 -17.53073
C 15.07855 -18.53088 -16.93814
O 15.99216 -17.46500 -16.98285
C 15.74037 -16.54063 -15.93407
H 9.58217 -15.78646 -16.42474
H 11.15378 -15.12683 -15.76203
H 10.08678 -16.05270 -14.70774
H 11.67954 -16.83326 -18.19445
H 9.97293 -17.46652 -17.89978
H 11.65298 -19.04156 -18.81275
H 10.76032 -19.62623 -17.33343
H 12.70467 -19.10308 -16.12087
H 13.53265 -17.10462 -17.30616
H 13.82581 -18.11209 -18.64659
H 15.45248 -19.38979 -17.51139
H 14.86258 -18.87247 -15.93651
H 16.05332 -16.89594 -14.96252
H 14.66725 -16.36257 -16.00453
H 16.27196 -15.64605 -16.18530
C 18.02228 -29.20384 -15.21883
O 19.25491 -29.64594 -14.58849
C 20.29550 -28.77066 -14.98100
C 21.61952 -29.38382 -14.29353
N 22.37314 -28.17422 -14.02035
C 23.87428 -28.50138 -13.96227
C 24.71414 -27.48625 -13.21572
O 24.69592 -26.24496 -14.03152
C 25.35803 -25.21727 -13.36649
H 17.21448 -29.60882 -14.62991
H 17.90043 -29.48961 -16.24207
H 18.03555 -28.12782 -15.30144
H 20.25193 -27.71689 -14.71172
H 20.43460 -28.84760 -16.04940
H 22.14513 -30.10996 -14.99319
H 21.25016 -29.82112 -13.36877
H 22.28301 -27.55937 -14.80314
H 24.18394 -28.60421 -15.01745
H 23.97992 -29.50990 -13.58862
H 25.64799 -27.91946 -13.07914
H 24.27016 -27.34843 -12.22297
H 25.49795 -24.38651 -13.99905
H 26.33418 -25.59586 -13.00538
H 24.72816 -24.98717 -12.50475
C 22.71493 -23.28131 -22.00807
O 21.94436 -24.42919 -21.77174
C 21.90543 -25.55374 -22.73529
C 22.10232 -26.77055 -21.85599
N 21.25557 -26.86394 -20.72464
C 19.87715 -27.03154 -20.89414
C 19.11483 -27.34529 -19.61357
O 18.77575 -26.20914 -18.89862
C 18.08121 -26.35266 -17.69687
H 23.23725 -22.95978 -21.09220
H 22.07997 -22.40248 -22.24536
H 23.43659 -23.49052 -22.79344
H 22.60872 -25.34066 -23.54649
H 20.88473 -25.49380 -23.26609
H 23.14048 -26.84445 -21.51275
H 21.87328 -27.68737 -22.37044
H 21.43771 -26.13659 -20.05705
H 19.61446 -27.76123 -21.70804
H 19.31593 -26.09825 -21.25165
H 19.78452 -28.00975 -18.89338
H 18.21750 -27.87435 -19.92925
H 18.51073 -27.02189 -16.91502
H 17.15388 -26.84748 -17.95868
H 17.95157 -25.28857 -17.26816
C 14.56739 -25.49691 -18.11317
O 13.28664 -25.85707 -17.84379
C 13.04585 -27.08822 -17.12758
C 13.19533 -26.96179 -15.64596
N 12.10733 -26.32208 -14.87342
C 12.36107 -25.01643 -14.39670
C 11.05505 -24.26008 -14.20699
O 10.29840 -24.25234 -15.41129
C 10.49626 -23.21395 -16.37451
H 14.96165 -25.70724 -19.09265
H 15.25745 -25.97083 -17.40650
H 14.73377 -24.43659 -17.96182
H 13.75024 -27.83329 -17.51252
H 12.04432 -27.25840 -17.43840
H 14.17061 -26.46818 -15.44935
H 13.30181 -28.02163 -15.34121
H 11.36123 -26.26880 -15.58715
H 12.96075 -24.37098 -15.11964
H 12.95073 -25.16031 -13.49609
H 11.23483 -23.19201 -13.93880
H 10.59899 -24.85703 -13.41781
H 10.06001 -23.56479 -17.28018
H 11.53584 -23.05195 -16.49638
H 9.91809 -22.22972 -16.17562
C 12.26684 -22.99170 -9.96680
O 13.19729 -21.95138 -10.33967
C 13.44145 -21.92638 -11.76078
C 14.10066 -20.62015 -12.09039
N 13.09614 -19.49947 -11.97721
C 13.87633 -18.26733 -11.74058
C 12.99458 -17.09068 -12.12101
O 11.77967 -17.16998 -11.35692
C 10.88489 -16.15595 -11.68643
H 11.21135 -22.62774 -10.11410
H 12.38472 -23.20034 -8.90224
H 12.50734 -23.97070 -10.45698
H 12.42818 -22.01314 -12.20256
H 14.05787 -22.67314 -12.17479
H 14.42585 -20.52776 -13.12854
H 14.89287 -20.50769 -11.34969
H 12.61737 -19.70418 -11.12314
H 14.79168 -18.42399 -12.34857
H 14.09943 -18.18577 -10.65477
H 12.81509 -17.03246 -13.23697
H 13.47071 -16.07061 -11.89120
H 10.14597 -16.44350 -12.37307
H 11.30098 -15.19628 -12.00453
H 10.34934 -15.89711 -10.78200
C 28.00587 -14.32867 -16.19328
O 27.65572 -15.53070 -16.85730
C 27.89035 -16.79273 -16.12477
C 27.83084 -18.00469 -17.05552
N 26.59855 -18.34445 -17.72602
C 25.54417 -18.43448 -16.76033
C 24.47631 -19.33382 -17.38886
O 24.01501 -18.73980 -18.54537
C 23.35362 -19.72573 -19.37894
H 27.42396 -14.22678 -15.24904
H 27.80704 -13.43906 -16.88780
H 29.05059 -14.20118 -16.00590
H 27.13200 -16.92691 -15.30393
H 28.90786 -16.78414 -15.63904
H 28.15622 -18.78747 -16.31061
H 28.72046 -17.90620 -17.74802
H 26.43300 -17.58822 -18.39678
H 25.18200 -17.42911 -16.55898
H 25.93029 -18.81066 -15.81664
H 23.63349 -19.50142 -16.70636
H 24.82100 -20.33486 -17.54758
H 22.82107 -19.17075 -20.11453
H 22.63954 -20.28330 -18.77331
H 23.98428 -20.47994 -19.86409
C 24.27741 -25.55834 -19.09423
O 23.21076 -24.93940 -18.42031
C 22.87566 -25.62088 -17.19512
C 21.75439 -24.77157 -16.55965
N 21.71394 -25.19949 -15.15617
C 20.66170 -24.53673 -14.42908
C 20.70319 -24.86606 -12.99927
O 21.96497 -24.35633 -12.49907
C 22.10979 -24.59103 -11.11483
H 24.18026 -26.60574 -19.36763
H 25.23056 -25.43692 -18.63404
H 24.29968 -25.16982 -20.11333
H 23.82242 -25.71168 -16.64692
H 22.41149 -26.64440 -17.39165
H 20.85296 -24.79937 -17.12940
H 22.17915 -23.78151 -16.60312
H 22.62650 -25.08548 -14.71565
H 19.67790 -24.88553 -14.83795
H 20.60038 -23.46300 -14.49596
H 20.68717 -25.94692 -12.83565
H 19.90723 -24.47262 -12.37391
H 23.10459 -24.20863 -10.81135
H 22.06155 -25.62408 -10.90117
H 21.36215 -24.02677 -10.54752
C 10.56914 -26.49391 -10.08526
C 11.50369 -26.49188 -11.27398
C 12.89591 -27.00537 -10.85075
O 10.92390 -27.29337 -12.25074
H 9.67668 -25.94405 -10.33461
H 11.00011 -25.93328 -9.22571
H 10.39639 -27.42950 -9.69042
H 11.65000 -25.40884 -11.65742
H 12.78908 -28.03714 -10.55649
H 13.39087 -26.41972 -10.09829
H 13.52919 -27.16359 -11.69851
H 11.24964 -26.96944 -13.10667
C 15.99697 -28.28115 -6.42282
C 16.99155 -28.52724 -7.53283
C 16.88204 -27.51072 -8.59390
O 18.35013 -28.68128 -7.02287
H 16.10555 -27.35817 -5.90722
H 15.97317 -29.06811 -5.67382
H 15.00840 -28.27136 -6.86286
H 16.84337 -29.50933 -7.99280
H 17.35795 -26.60477 -8.37696
H 15.87060 -27.30240 -8.95239
H 17.39100 -27.99346 -9.43827
H 18.87812 -28.59826 -7.84932
C 21.99527 -29.24937 -9.04742
C 21.48353 -29.23856 -10.49539
C 19.93993 -29.10478 -10.57462
O 22.10104 -28.14907 -11.09187
H 21.51746 -30.02187 -8.50367
H 21.68757 -28.30950 -8.65460
H 23.08508 -29.40755 -8.89329
H 21.76691 -30.16810 -11.17394
H 19.58152 -28.94964 -11.56570
H 19.76348 -28.18055 -10.04596
H 19.37142 -29.90368 -10.08057
H 22.11158 -28.15048 -12.04653
C 18.22022 -23.18738 -20.78029
C 19.43133 -22.36968 -20.33549
C 19.08586 -21.22731 -19.41764
O 20.23447 -23.25281 -19.56091
H 17.96043 -23.89947 -19.96640
H 18.43449 -23.75906 -21.68517
H 17.33292 -22.59434 -21.05143
H 19.93308 -21.99901 -21.21379
H 18.19948 -20.66600 -19.67249
H 19.92673 -20.64373 -19.12188
H 18.80013 -21.78516 -18.59778
H 20.80150 -23.78220 -20.10342
C 11.97629 -21.80468 -20.00599
C 13.37070 -22.06187 -19.40086
C 14.45326 -21.29582 -20.04146
O 13.30824 -21.80743 -17.90504
H 11.97249 -20.78064 -20.26833
H 11.24204 -21.96929 -19.23246
H 11.74709 -22.42267 -20.86174
H 13.57261 -23.12387 -19.40142
H 14.29104 -20.18788 -19.97933
H 14.41481 -21.55750 -21.13535
H 15.45725 -21.64206 -19.63343
H 13.07981 -20.88679 -17.79620
C 16.67508 -22.83526 -15.75384
C 15.96938 -23.83337 -14.82368
C 16.85787 -24.84516 -14.13478
O 15.22385 -23.19826 -13.86968
H 17.29779 -23.21360 -16.51302
H 17.34321 -22.17601 -15.14783
H 15.89790 -22.18536 -16.15550
H 15.26624 -24.47729 -15.45884
H 16.18883 -25.38738 -13.49715
H 17.55308 -24.44015 -13.41757
H 17.28831 -25.50805 -14.87405
H 14.51392 -22.67907 -14.28149
C 19.72195 -18.72720 -16.52286
C 19.16630 -19.18004 -15.18655
C 19.55670 -20.70190 -14.95998
O 19.64027 -18.37885 -14.13473
H 20.81303 -18.81554 -16.58558
H 19.48263 -17.63858 -16.58621
H 19.27750 -19.22870 -17.36482
H 18.08726 -19.07530 -15.25428
H 20.62682 -20.70689 -14.80285
H 19.18376 -21.32843 -15.78097
H 19.02086 -21.07288 -14.04771
H 20.54611 -18.64096 -13.83365

M	1691.451	g mol⁻¹
gap between HOMO and LUMO	0.33728	Eh
total charge	0